(1)
Below is a 2-piece molecular cluster, C6H15BrNO2 overall, with properties calculated with ωB97M-V with the def2-TZVPD basis set.

Positions of all 25 atoms, in Å:
Br -3.1919 -1.6164 -2.9532
C 2.2617 2.7692 0.9669
O 1.2310 2.1457 0.2184
C -0.0371 2.2605 0.7637
C -1.1637 1.6783 -0.1848
N -0.8881 0.3825 -0.7555
C -1.1279 -0.7016 0.2278
C -0.6910 -2.1211 -0.1601
O 0.6714 -2.1099 -0.3859
C 1.3889 -3.2919 -0.7952
H 1.8916 3.7201 1.3500
H 3.1538 2.9527 0.3681
H 2.6338 2.1958 1.8159
H -0.3034 3.2797 1.0440
H -0.2398 1.7783 1.7200
H -1.4665 2.3095 -1.0203
H -2.0313 1.5989 0.4702
H -1.5554 0.1206 -1.4671
H -2.2071 -0.5833 0.3248
H -0.8842 -0.5485 1.2791
H -1.2454 -2.5947 -0.9703
H -0.8526 -2.6980 0.7506
H 1.1448 -4.0381 -0.0390
H 2.4670 -3.1398 -0.8465
H 1.0410 -3.7486 -1.7217

## Properties
- HOMO-LUMO gap (spin up / spin down) (eV) = 9.44 / 4.66
- ⟨S²⟩ = 0.75
- multiplicity = 2


(2)
Below is C17H28Br3I2N2O2 as an isolated structure, with properties calculated with ωB97M-V with the def2-TZVPD basis set.

Positions of all 54 atoms, in Å:
C 3.9416 -1.1422 0.4017
C 4.0127 0.3265 0.7649
C 3.2263 1.2582 -0.1591
N 1.9146 1.6501 0.3884
N 0.7866 1.3314 -0.4066
C 0.7269 1.9921 -1.7760
C 1.2717 3.4112 -1.7429
O 2.4581 3.6605 -1.8578
Br 0.0051 4.8583 -1.5156
C -0.4761 1.7510 0.3582
C -1.4154 0.5425 0.3294
C -2.6470 0.5834 1.2529
I -2.6187 2.3222 2.5358
C -3.9547 0.5589 0.3992
C -4.3712 -0.8560 0.0335
I -5.6165 1.3729 1.5332
C -0.4186 -0.6578 0.4198
C 0.3688 -0.8207 1.7394
C -0.2158 -0.1281 2.9589
O -1.0035 -0.6693 3.7126
C -1.1092 -1.9468 -0.0757
Br -1.7713 -2.9895 1.4087
C -0.1982 -2.8094 -1.0420
C -0.6274 -2.5390 -2.4811
Br -0.4482 -4.7165 -0.7132
C 0.5780 -0.1439 -0.6426
H 4.3676 -1.3367 -0.5723
H 4.5087 -1.7033 1.1283
H 2.9396 -1.5560 0.4190
H 5.0475 0.6210 0.6646
H 3.7374 0.5247 1.7919
H 3.8156 2.1538 -0.2795
H 3.1544 0.8207 -1.1459
H 1.8797 2.6206 0.6637
H -0.2816 1.9993 -2.1559
H 1.3541 1.4284 -2.4493
H -0.1466 1.9996 1.3493
H -0.9653 2.5729 -0.1292
H -1.8098 0.5585 -0.6843
H -2.6844 -0.2892 1.8811
H -3.8430 1.1602 -0.4901
H -3.9197 -1.1409 -0.9107
H -4.0847 -1.5762 0.7822
H -5.4336 -0.9498 -0.0897
H 1.3841 -0.4743 1.6357
H 0.4393 -1.8646 2.0041
H 0.0989 0.9097 3.1655
H -1.9738 -1.6725 -0.6472
H 0.8497 -2.6445 -0.8634
H -1.3988 -3.2478 -2.7355
H -1.0814 -1.5634 -2.5936
H 0.1694 -2.6692 -3.1974
H 0.0018 -0.1729 -1.5534
H 1.4764 -0.7078 -0.8118

## Properties
- HOMO-LUMO gap (eV) = 7.18
- net charge = +1


(3)
Below is a 10-piece molecular cluster, C30H60O30 overall, with properties calculated with ωB97M-V with the def2-TZVPD basis set.

Positions of all 120 atoms, in Å:
C -14.7447 9.8465 3.3459
O -14.2970 9.3718 4.6694
C -13.1727 8.5166 4.7262
O -12.4833 8.2517 3.7485
O -12.8918 8.1998 6.0226
C -11.6131 7.6580 6.3125
H -15.8288 9.9016 3.2470
H -14.5054 9.1612 2.5326
H -14.3953 10.8422 3.0728
H -11.4609 6.8320 5.6176
H -11.3656 7.2799 7.3044
H -10.7897 8.2834 5.9676
C 1.4132 9.3118 3.8230
O 2.2221 8.6073 4.7532
C 3.3072 9.1165 5.2611
O 3.7218 10.2195 4.9859
O 3.8019 8.1972 6.0316
C 5.0771 8.4505 6.6786
H 2.0148 10.0070 3.2374
H 0.5898 9.8670 4.2723
H 0.9652 8.4895 3.2651
H 4.8382 8.9466 7.6192
H 5.5953 9.2770 6.1923
H 5.6233 7.5494 6.9576
C -0.5659 -1.5063 0.9336
O -0.5124 -1.5849 2.3437
C -1.4418 -2.2658 3.0382
O -2.3956 -2.8233 2.5343
O -1.3177 -1.9081 4.2982
C -2.1056 -2.3476 5.3695
H 0.4065 -1.2010 0.5471
H -1.3508 -0.8515 0.5552
H -0.7927 -2.4770 0.4926
H -1.6953 -2.6759 6.3244
H -2.6941 -3.2209 5.0885
H -2.7271 -1.4981 5.6527
C 1.8946 4.8331 15.7110
O 1.7365 4.7734 14.2946
C 0.6153 5.3056 13.7623
O -0.0827 6.1679 14.3687
O 0.5295 4.9872 12.3829
C 1.4470 4.1997 11.5872
H 2.9201 4.7338 16.0666
H 1.2446 4.1614 16.2716
H 1.5553 5.7521 16.1891
H 1.2439 4.3579 10.5281
H 1.2259 3.1524 11.7934
H 2.4445 4.4728 11.9314
C -2.1853 14.5323 6.5255
O -2.2060 13.3793 7.3136
C -3.1011 13.2291 8.2572
O -3.8782 14.0586 8.7490
O -3.0374 11.9837 8.5920
C -4.0726 11.4553 9.4107
H -2.9534 14.4154 5.7609
H -1.2388 14.6165 5.9915
H -2.3461 15.5135 6.9721
H -3.8636 10.3930 9.2840
H -5.0853 11.5813 9.0276
H -3.8594 11.6284 10.4655
C -9.2822 -8.5626 -2.8766
O -9.2962 -7.6656 -1.6827
C -9.8903 -6.5041 -1.7753
O -10.1916 -5.9797 -2.8840
O -10.2043 -6.1392 -0.6106
C -10.9885 -4.9302 -0.4512
H -10.1539 -9.2167 -2.8600
H -8.3913 -9.1863 -2.8027
H -9.1768 -8.0330 -3.8234
H -11.6707 -4.5797 -1.2257
H -10.4026 -4.0768 -0.1096
H -11.6797 -5.1751 0.3552
C -1.9067 -9.4648 -3.9164
O -3.0126 -8.5638 -3.8761
C -3.0546 -7.3793 -4.5244
O -2.1304 -6.8919 -5.2252
O -4.1349 -6.7507 -4.1472
C -4.2960 -5.3657 -4.4953
H -1.5214 -9.5797 -2.9032
H -1.0931 -9.0753 -4.5283
H -2.3467 -10.3658 -4.3439
H -5.3083 -4.9998 -4.3231
H -4.1379 -5.3100 -5.5723
H -3.5504 -4.7143 -4.0394
C -5.9963 1.2050 2.2854
O -5.1637 2.2518 2.7693
C -5.4306 2.8452 3.8987
O -6.4344 2.7079 4.5623
O -4.5642 3.8122 4.0003
C -4.3890 4.3452 5.2620
H -5.4806 0.7170 1.4584
H -6.9303 1.5872 1.8736
H -6.2029 0.4672 3.0607
H -4.2708 3.6444 6.0885
H -5.2040 5.0357 5.4790
H -3.5264 4.9692 5.0283
C -11.1149 0.2595 -5.0893
O -10.1601 1.3478 -4.7543
C -10.2456 1.9690 -3.6006
O -11.1017 1.8766 -2.7423
O -9.2118 2.7515 -3.4926
C -9.1256 3.5959 -2.4105
H -11.0953 -0.5071 -4.3147
H -10.9818 -0.1979 -6.0697
H -12.1235 0.6341 -5.2642
H -9.6823 4.5236 -2.5432
H -8.0631 3.8365 -2.4469
H -9.3441 3.1817 -1.4262
C -11.2596 -2.3106 6.4204
O -12.2430 -3.3400 6.2961
C -11.8308 -4.6297 6.3504
O -10.6226 -4.8555 6.4540
O -12.8621 -5.4585 6.2744
C -12.7445 -6.8965 6.4570
H -10.8368 -2.0018 5.4644
H -10.4657 -2.5874 7.1142
H -11.8043 -1.4678 6.8459
H -13.3725 -7.5166 5.8174
H -12.9981 -7.2654 7.4508
H -11.6937 -7.1724 6.3690

## Properties
- HOMO-LUMO gap (eV) = 10.68


(4)
Below is a 4-piece molecular cluster, C20H43N3O6 overall, with properties calculated with ωB97M-V with the def2-TZVPD basis set.

Positions of all 72 atoms, in Å:
C -1.7953 0.0032 3.0084
C -2.3595 -0.3626 1.6201
C -3.1598 0.7512 0.9305
C -2.3795 1.6824 -0.0328
C -2.4627 1.1859 -1.4722
C -0.9609 1.9246 0.4501
O -0.6765 2.4764 1.4833
O -0.0374 1.4590 -0.4117
C 1.3400 1.6564 -0.0561
O 1.6862 0.7928 0.9842
C 2.1902 1.3585 -1.2859
C 2.3213 2.5828 -2.1862
C 1.7061 0.1438 -2.0813
C 1.7479 -1.1898 -1.3211
H -1.9687 -0.8036 3.7193
H -0.7341 0.2345 2.9618
H -2.2921 0.9005 3.3771
H -3.0176 -1.2257 1.7305
H -1.5505 -0.6890 0.9572
H -3.6676 1.3487 1.6903
H -3.9464 0.2928 0.3291
H -2.8457 2.6712 0.0128
H -1.9997 0.2049 -1.5828
H -3.5118 1.0961 -1.7555
H -1.9942 1.8802 -2.1667
H 1.4495 2.6941 0.2625
H 1.6235 1.2786 1.8133
H 3.1733 1.1175 -0.8713
H 1.4254 2.7320 -2.7922
H 2.5113 3.4903 -1.6111
H 3.1606 2.4507 -2.8691
H 0.6894 0.3404 -2.4269
H 2.3298 0.0730 -2.9749
H 2.4420 -1.1512 -0.4814
H 0.7609 -1.4428 -0.9272
H 2.0650 -1.9850 -1.9926
C 6.0025 -5.2369 -3.3474
N 5.2185 -4.0293 -3.2192
C 5.7758 -2.8829 -2.5195
C 3.9692 -3.9248 -3.7135
O 3.2862 -2.9227 -3.6226
H 6.2600 -5.6430 -2.3669
H 6.9267 -5.0484 -3.8978
H 5.4252 -5.9843 -3.8896
H 5.1595 -2.6207 -1.6590
H 5.8207 -2.0156 -3.1787
H 6.7789 -3.1330 -2.1815
H 3.6141 -4.8462 -4.2050
C -6.8465 5.3884 2.1717
N -5.7509 4.9482 1.3388
C -4.4839 4.5750 1.9440
C -5.8523 4.8536 -0.0028
O -4.9552 4.4689 -0.7285
H -6.5790 6.2872 2.7315
H -7.1358 4.6115 2.8826
H -7.7058 5.6172 1.5432
H -3.6793 5.2101 1.5731
H -4.2414 3.5451 1.6815
H -4.5554 4.6711 3.0246
H -6.8393 5.1612 -0.3877
C 0.1833 -4.4549 2.2663
N 1.2360 -3.4732 2.1432
C 0.9064 -2.0612 2.2703
C 2.5153 -3.8233 1.9047
O 3.4388 -3.0410 1.7912
H -0.5847 -4.3038 1.5039
H -0.2916 -4.4005 3.2488
H 0.6012 -5.4527 2.1407
H 1.1727 -1.5205 1.3649
H 1.4574 -1.6177 3.1013
H -0.1604 -1.9577 2.4445
H 2.6508 -4.9160 1.8175

## Properties
- HOMO-LUMO gap (eV) = 9.74


It is found that the energy above the lowest of the compared OMol25 structures with the same formula, charge and spin values, taken in the order of the records, are 18.2 0.0 147.0 0.0 kcal/mol.